{"formula": "C28H78N4O11", "method": "ωB97M-V with the def2-TZVPD basis set", "homo_energy_ha": -0.348, "e_tot_ha": -2160.119210, "fmax_ev_per_a": 6.69, "smiles": "NC(N)=O.NC(N)=O.CC(C)O.CC(C)O.CC(C)O.CC(C)O.CC(C)O.CC(C)O.CC(C)O.CC(C)O.CCO", "lumo_energy_ev": -0.143, "gap_ev": 9.3221, "elements": ["C", "O", "N", "N", "H", "H", "H", "H", "C", "O", "N", "N", "H", "H", "H", "H", "C", "C", "O", "H", "H", "H", "H", "H", "H", "C", "C", "C", "O", "H", "H", "H", "H", "H", "H", "H", "H", "C", "C", "C", "O", "H", "H", "H", "H", "H", "H", "H", "H", "C", "C", "C", "O", "H", "H", "H", "H", "H", "H", "H", "H", "C", "C", "C", "O", "H", "H", "H", "H", "H", "H", "H", "H", "C", "C", "C", "O", "H", "H", "H", "H", "H", "H", "H", "H", "C", "C", "C", "O", "H", "H", "H", "H", "H", "H", "H", "H", "C", "C", "C", "O", "H", "H", "H", "H", "H", "H", "H", "H", "C", "C", "C", "O", "H", "H", "H", "H", "H", "H", "H", "H"], "positions_angstrom": [[3.8617, -2.4663, 4.9968], [3.3041, -1.7756, 5.8451], [4.3712, -1.9789, 3.9164], [3.8464, -3.7435, 5.0173], [4.4701, -2.5196, 3.0691], [4.3212, -0.9710, 3.8725], [4.3361, -4.2068, 4.2653], [3.4505, -4.1808, 5.8372], [-6.3532, 4.2950, -0.2931], [-6.6205, 5.5481, -0.2214], [-5.5030, 3.7320, 0.5040], [-6.7745, 3.4331, -1.1579], [-5.2694, 2.7611, 0.3525], [-4.9967, 4.2913, 1.1755], [-7.6164, 3.5963, -1.6915], [-6.2748, 2.5572, -1.2143], [-0.7593, 0.3035, 2.5486], [-0.2747, 0.7771, 1.2624], [-0.7627, 0.0994, 0.1010], [-1.7814, 0.6380, 2.7262], [-0.1292, 0.5609, 3.3999], [-0.9080, -0.7751, 2.5986], [0.7785, 0.4978, 1.2333], [-0.3263, 1.8582, 1.1338], [-0.2357, 0.2810, -0.6806], [4.9017, 1.5745, -2.0939], [3.9473, 2.5578, -2.7056], [4.5291, 3.4320, -3.8994], [2.8132, 1.8803, -3.2326], [4.4701, 1.0621, -1.2341], [5.8542, 1.9954, -1.7720], [5.1852, 0.7478, -2.7454], [3.5554, 3.1767, -1.8985], [5.2611, 4.1771, -3.5878], [3.7826, 3.8847, -4.5521], [5.2656, 2.8767, -4.4802], [2.9901, 1.1893, -3.8751], [-1.1157, -4.4652, 6.9792], [-2.5935, -4.9061, 6.7787], [-2.6179, -5.7840, 5.5524], [-2.9801, -5.6982, 7.8782], [-0.6539, -4.0503, 6.0833], [-0.5295, -5.2738, 7.4156], [-1.1153, -3.6256, 7.6744], [-3.2306, -4.0449, 6.5770], [-3.6430, -6.1320, 5.4248], [-2.0292, -6.6659, 5.8049], [-2.2622, -5.3489, 4.6184], [-3.9383, -5.6399, 7.8698], [-3.1485, 1.4844, -8.9226], [-2.8592, 0.4933, -7.8022], [-2.5864, 1.1098, -6.3957], [-3.7478, -0.6061, -7.8160], [-2.4973, 2.3525, -9.0252], [-4.1313, 1.8633, -8.6423], [-3.2041, 0.8720, -9.8226], [-2.0137, -0.1048, -8.1423], [-3.4776, 1.6640, -6.1011], [-1.7594, 1.8144, -6.3077], [-2.4694, 0.3266, -5.6467], [-4.5833, -0.1854, -7.6000], [1.0621, 8.0233, 0.3325], [-0.2787, 8.2366, 0.9570], [-0.4168, 7.8956, 2.4685], [-0.4966, 9.6868, 0.8929], [1.8567, 8.3386, 1.0088], [1.2977, 8.4661, -0.6352], [1.0265, 6.9530, 0.1294], [-1.0659, 7.7643, 0.3693], [-0.3347, 6.8230, 2.6437], [-1.4449, 8.2116, 2.6451], [0.1513, 8.5641, 3.1155], [-1.4434, 9.8388, 0.9385], [3.5059, -3.4447, -7.5483], [1.9841, -3.3464, -7.0717], [1.3891, -4.7908, -6.9161], [1.9001, -2.6457, -5.8527], [4.0618, -2.5845, -7.1753], [3.5645, -3.5770, -8.6287], [4.0544, -4.2838, -7.1203], [1.4033, -2.8645, -7.8582], [1.2105, -5.2487, -7.8890], [0.3395, -4.7419, -6.6264], [2.0867, -5.3594, -6.3011], [0.9753, -2.8543, -5.7015], [2.5971, -4.5678, -0.4814], [3.8485, -5.4562, -0.6124], [4.8999, -4.6646, -1.3426], [4.4231, -5.9456, 0.5839], [2.8007, -3.6365, 0.0470], [1.6327, -4.8756, -0.0774], [2.3792, -4.1412, -1.4605], [3.4709, -6.3233, -1.1545], [4.9578, -3.7780, -0.7111], [4.5267, -4.5186, -2.3562], [5.8871, -5.1263, -1.3261], [5.2094, -6.4570, 0.3796], [3.4137, 4.5031, 9.5064], [2.8032, 3.0698, 9.5127], [1.5462, 2.9673, 8.6767], [3.6415, 2.1601, 8.9650], [4.4977, 4.4806, 9.3938], [3.0054, 5.1593, 10.2750], [3.0616, 5.0172, 8.6121], [2.5525, 2.7964, 10.5377], [1.6414, 3.1624, 7.6085], [0.9828, 3.8646, 8.9325], [0.9851, 2.0414, 8.8030], [3.1315, 1.6775, 8.3103], [-5.1892, -3.0614, -2.9100], [-5.7722, -1.6393, -2.5879], [-7.2807, -1.8227, -2.2794], [-5.2045, -1.0524, -1.3659], [-4.1049, -3.0068, -3.0062], [-5.6844, -3.3386, -3.8406], [-5.4683, -3.7137, -2.0825], [-5.5763, -1.0427, -3.4789], [-7.7874, -2.2845, -3.1269], [-7.8194, -0.8773, -2.2156], [-7.6626, -2.2801, -1.3667], [-4.2566, -0.9652, -1.4904]], "atomic_forces_ev_per_a": [[-2.765, 2.393, 2.413], [0.338, 0.479, 0.688], [2.113, 2.874, -3.652], [0.164, -4.845, 0.468], [0.057, 0.325, 0.213], [0.074, -0.248, -0.410], [-0.265, -0.683, 0.703], [0.243, -0.302, -0.463], [-0.663, 6.622, 0.669], [0.039, -3.367, -0.334], [3.056, -1.276, 3.090], [-2.265, -2.165, -3.386], [0.219, 0.336, 0.603], [-0.092, -0.236, -0.263], [0.445, -0.048, -0.030], [-0.721, 0.060, -0.348], [-2.255, -1.036, 1.293], [2.857, -0.050, -2.079], [-1.600, -0.385, 0.335], [-0.053, 0.438, 0.293], [0.035, 0.309, -0.251], [0.515, -0.229, -0.330], [0.546, 0.543, 0.286], [-0.267, 0.114, 0.112], [0.228, 0.297, 0.303], [0.874, -0.757, 0.328], [0.159, 0.432, -2.065], [1.165, -0.466, 1.180], [-1.167, 0.054, 0.634], [-0.230, 0.278, 0.145], [-0.082, 0.365, 0.062], [-0.133, 0.132, -0.549], [-0.099, 0.246, -0.253], [-0.523, 0.641, 0.654], [-0.070, -0.185, 0.316], [-0.583, -0.862, -0.453], [0.657, 0.092, 0.014], [-1.064, 0.863, 0.743], [2.434, 0.011, -1.447], [-0.605, -0.825, -0.042], [-0.515, 0.622, 0.314], [-0.109, -0.414, -0.206], [-0.029, -0.041, -0.211], [0.192, -0.087, 0.336], [-0.145, 0.209, 0.546], [-0.113, -0.115, -0.349], [0.141, -0.072, -0.252], [0.002, 0.203, 0.168], [-0.178, -0.349, 0.396], [-0.982, -0.486, 0.841], [3.185, -0.540, -0.182], [-1.067, -0.457, -0.507], [-1.263, 0.957, 0.625], [0.274, -0.350, 0.126], [-0.370, 0.344, -0.573], [-0.103, 0.488, -0.208], [1.027, 0.678, 0.343], [-0.201, 0.174, 0.092], [0.121, -0.197, -0.463], [0.167, -0.100, -0.127], [-0.781, -0.518, 0.049], [0.315, -1.092, -0.011], [-0.043, 2.563, 0.690], [-0.898, 0.138, -1.449], [-0.129, -0.478, -0.272], [0.061, -0.386, 0.081], [-0.743, 0.413, 0.053], [0.960, -0.321, 0.247], [-0.010, -0.273, 0.070], [0.244, 0.125, 0.367], [-0.248, -0.401, 0.397], [0.574, -0.427, -0.252], [-0.090, 0.135, 0.074], [-1.209, 0.086, 0.777], [1.957, -2.058, -1.399], [0.179, 1.267, -0.863], [-0.427, -0.304, -0.343], [-0.178, 0.329, -0.479], [0.010, 0.362, 0.028], [-0.409, -0.314, 0.231], [0.041, 0.442, -0.043], [0.850, -0.154, -0.271], [0.084, 0.027, 1.075], [-0.613, -0.285, 0.144], [-0.284, 0.617, 1.161], [0.236, 1.305, 0.388], [-0.822, -0.856, -0.381], [-0.443, -0.072, 0.168], [-0.711, 0.386, 1.273], [0.421, 0.006, 0.517], [0.389, -0.929, 0.071], [0.003, -0.469, -0.381], [0.331, -0.226, -0.499], [0.301, 0.542, -0.656], [0.475, 0.567, -0.029], [-0.120, -0.223, -0.232], [-0.058, 0.023, -0.209], [-0.824, -0.260, -1.002], [-1.306, 1.503, -0.106], [-1.251, 1.891, 0.350], [2.496, -1.826, -0.731], [-0.053, -0.019, 0.651], [0.500, -0.327, 0.523], [0.056, -0.108, -0.453], [0.003, -0.054, 0.288], [0.901, -0.351, -0.190], [-0.945, -0.335, 0.393], [-0.040, 0.129, 0.283], [0.475, -0.269, -0.018], [-0.515, 1.599, 0.707], [-0.348, -1.725, 1.857], [-0.660, 1.300, -0.998], [-0.439, -0.315, -1.305], [-0.019, -0.189, -0.191], [0.314, -0.426, 0.010], [0.115, -0.223, -0.205], [-0.291, 0.535, 0.202], [0.180, -0.397, -0.045], [0.378, 0.571, -0.135], [1.101, -0.638, 0.108], [0.208, -0.013, 0.011]], "mulliken_charge": [0.67, -0.70, -0.40, -0.37, 0.19, 0.22, 0.16, 0.23, 0.69, -0.70, -0.35, -0.31, 0.13, 0.20, 0.20, 0.14, -1.10, -0.03, -0.53, 0.27, 0.34, 0.31, 0.19, 0.26, 0.29, -1.29, 0.56, -1.29, -0.53, 0.31, 0.35, 0.33, 0.20, 0.39, 0.32, 0.34, 0.31, -1.30, 0.43, -1.20, -0.54, 0.37, 0.34, 0.32, 0.29, 0.31, 0.31, 0.35, 0.33, -1.14, 0.40, -1.24, -0.52, 0.35, 0.31, 0.31, 0.20, 0.34, 0.36, 0.30, 0.33, -1.23, 0.40, -1.08, -0.57, 0.29, 0.34, 0.32, 0.29, 0.32, 0.30, 0.31, 0.31, -1.20, 0.40, -1.28, -0.49, 0.33, 0.34, 0.29, 0.21, 0.33, 0.45, 0.30, 0.31, -1.29, 0.50, -1.10, -0.53, 0.30, 0.36, 0.32, 0.19, 0.26, 0.31, 0.39, 0.31, -1.25, 0.80, -1.74, -0.55, 0.34, 0.33, 0.32, 0.15, 0.45, 0.42, 0.41, 0.32, -1.20, 0.49, -1.32, -0.53, 0.36, 0.35, 0.32, 0.21, 0.37, 0.32, 0.36, 0.29]}